1) Molecular formula: C6H8N4O2
Method: DFT, ωB97M-V/def2-TZVPD

Calculated values
SMILES string: CNc1nc(N)nc(O)c1C=O
Gap between HOMO and LUMO in eV: 8.539
LUMO energy in eV: -0.28

```
20
Properties=species:S:1:pos:R:3:nbo_charge:R:1
C -2.04849 -2.24921 0.13706 -0.43
N -1.59443 -0.80382 -0.04245 -0.59
C -0.31225 -0.38801 0.24189 0.48
N 0.72560 -1.08587 0.20741 -0.56
C 1.83057 -0.33005 0.01541 0.63
N 2.98406 -1.27239 -0.21420 -0.82
N 2.09735 0.95430 0.06966 -0.56
C 0.92535 1.67157 0.33031 0.61
O 1.07580 3.05597 0.08561 -0.70
C -0.36909 1.06339 0.24243 -0.38
C -1.48328 1.92904 -0.24366 0.38
O -2.74724 1.78883 -0.15984 -0.57
H -1.93526 -2.57321 1.20044 0.21
H -1.35183 -2.75101 -0.61794 0.22
H -3.10246 -2.31509 -0.29699 0.22
H -2.33814 -0.08850 0.08712 0.43
H 2.90096 -2.19250 -0.32850 0.38
H 3.90817 -0.90025 -0.67570 0.39
H 1.94001 3.50193 0.23959 0.52
H -1.10539 2.98489 -0.27766 0.16
```

2) Molecular formula: C6H8N4O2
Method: DFT, ωB97M-V/def2-TZVPD

Calculated values
SMILES string: CNc1nc(N)nc(O)c1C=O
Gap between HOMO and LUMO in eV: 9.168
LUMO energy in eV: 0.68

```
20
Properties=species:S:1:pos:R:3:nbo_charge:R:1
C -2.33279 -1.77877 -0.04132 -0.41
N -1.85441 -0.39943 -0.03311 -0.58
C -0.51626 -0.11806 0.02384 0.49
N 0.35719 -1.11244 -0.07952 -0.59
C 1.64275 -0.78538 0.02281 0.61
N 2.55000 -1.77795 0.08140 -0.78
N 2.19378 0.47380 0.07161 -0.61
C 1.37477 1.44747 -0.03608 0.63
O 1.78663 2.72213 -0.12587 -0.66
C -0.03983 1.21474 0.06524 -0.42
C -1.02152 2.23237 0.07364 0.40
O -2.23282 2.02503 0.16805 -0.62
H -2.40237 -2.19502 0.93287 0.19
H -1.61881 -2.39797 -0.61576 0.21
H -3.27010 -1.85526 -0.56201 0.21
H -2.41902 0.52159 -0.13379 0.45
H 2.25214 -2.75359 0.10508 0.41
H 3.54571 -1.54252 0.30249 0.41
H 2.78412 2.80152 -0.05600 0.50
H -0.77914 3.27773 -0.16357 0.15
```

The winner here is 2), beating the second structure by 0.0947 hartree.

1) Molecular formula: C5H13N3
Method: DFT, ωB97M-V/def2-TZVPD

Calculated values
Gap between HOMO and LUMO in eV: 7.325
LUMO energy in eV: 0.66

```
21
Properties=species:S:1:pos:R:3:nbo_charge:R:1
C 0.70479 0.60628 -0.06130 0.32
C 2.46254 -1.22674 0.77694 -0.42
C -2.70416 -0.88656 -0.31143 -0.63
N -0.41722 -0.17877 -0.36463 -0.80
N 1.76222 -0.65760 -0.37792 -0.66
C -1.68588 0.17719 0.01780 0.21
N 0.93365 1.74698 -0.85398 -0.84
C -2.04016 1.31750 0.64830 -0.61
H 0.71164 -1.13527 -0.60449 0.48
H 2.37575 -0.48090 -1.16894 0.39
H 0.86030 0.84846 1.00003 0.15
H 0.61739 1.66165 -1.80887 0.38
H 1.79827 2.25113 -0.72572 0.37
H 1.72933 -1.40226 1.56524 0.22
H 3.22764 -0.54271 1.14970 0.20
H 2.92089 -2.18149 0.51450 0.21
H -3.70378 -0.59925 0.01166 0.21
H -2.43465 -1.83364 0.16403 0.21
H -2.72108 -1.06785 -1.38931 0.21
H -1.32987 2.09962 0.87862 0.19
H -3.06764 1.48424 0.93976 0.19
```

2) Molecular formula: C5H13N3
Method: DFT, ωB97M-V/def2-TZVPD

Calculated values
Gap between HOMO and LUMO in eV: 9.275
LUMO energy in eV: 0.81

```
21
Properties=species:S:1:pos:R:3:nbo_charge:R:1
C 0.56651 -2.04496 -1.14002 -0.42
C 0.73465 0.00138 0.14612 -0.06
C -0.15147 -0.06498 1.40259 -0.08
C -0.72742 1.33541 1.12752 -0.44
C 0.43992 1.66255 0.05606 -0.03
H 0.62132 -2.64028 -2.34746 0.22
H 0.08028 -2.79451 -0.43307 0.20
H 1.77821 -2.30285 -0.63970 0.16
H 0.27418 -0.10525 -1.68065 0.40
H 1.80377 -0.05739 0.29528 0.19
H 0.53822 0.11067 2.36099 0.17
H -2.10441 -1.08064 1.74673 0.33
H -0.92599 -1.66287 0.32466 0.39
H -1.26431 1.98145 2.08687 0.21
H -1.61765 1.10043 0.44106 0.19
H 1.20689 2.42025 0.30404 0.22
H -0.86159 1.46181 -1.48704 0.38
H 0.42841 2.89199 -1.79229 0.38
N 0.08259 -0.71361 -0.95600 -0.71
N -0.86801 -1.32660 1.40394 -0.84
N -0.03411 1.82798 -1.21964 -0.86
```

3) Molecular formula: C5H13N3
Method: DFT, ωB97M-V/def2-TZVPD

Calculated values
SMILES string: C=CN=C.NCCN
Gap between HOMO and LUMO in eV: 10.097
LUMO energy in eV: 0.96

```
21
Properties=species:S:1:pos:R:3:nbo_charge:R:1
C 1.90070 2.53953 0.98385 -0.47
C 0.75024 2.87511 1.63999 -0.04
N -0.29144 1.97977 2.05783 -0.41
C -0.99960 1.50065 1.09762 -0.03
H 2.11825 1.51159 0.68983 0.19
H 2.67977 3.26311 0.67180 0.21
H 0.66761 3.88941 2.05107 0.20
H -1.80917 0.83800 1.31816 0.18
H -0.74673 1.73689 0.06856 0.16
N -1.21839 -2.11424 -2.84046 -0.84
C -0.58372 -1.40933 -1.70201 -0.22
C 0.12218 -2.43581 -0.82938 -0.23
N 0.31513 -1.88599 0.51964 -0.86
H -0.49955 -2.52845 -3.43304 0.35
H -1.76642 -1.49526 -3.45047 0.36
H -1.39307 -0.99538 -1.05108 0.19
H 0.07220 -0.61167 -1.96542 0.16
H -0.60329 -3.22281 -0.72182 0.20
H 1.04393 -2.80109 -1.33244 0.16
H 0.34639 -2.61524 1.23422 0.37
H 1.11416 -1.24682 0.62121 0.36
```

The winner here is 3), beating the second structure by 0.0150 hartree.

1) Molecular formula: C2H8N2O2
Method: DFT, ωB97M-V/def2-TZVPD

Calculated values
SMILES string: CNC(N)(O)O
Gap between HOMO and LUMO in eV: 9.505
LUMO energy in eV: 0.74

```
14
Properties=species:S:1:pos:R:3:nbo_charge:R:1
C -0.35276 1.67026 0.12224 -0.41
N -0.41661 0.31671 0.64019 -0.72
C 0.29976 -0.78974 -0.03988 0.76
N -0.50659 -0.94100 -1.20102 -0.88
O 0.22467 -1.90617 0.81217 -0.73
O 1.61974 -0.53189 -0.35279 -0.75
H -0.16123 2.36217 0.94091 0.19
H -1.27376 1.91035 -0.41534 0.19
H 0.44576 1.79049 -0.60683 0.20
H -1.16899 0.05030 1.26101 0.39
H -0.09098 -1.62136 -1.82433 0.39
H -1.44342 -0.89684 -0.57256 0.40
H 0.83385 -1.76698 1.54725 0.48
H 1.99055 0.35370 -0.31102 0.50
```

2) Molecular formula: C2H8N2O2
Method: DFT, ωB97M-V/def2-TZVPD

Calculated values
Gap between HOMO and LUMO (spin up / spin down) in eV: 10.257 / 5.747
LUMO energy (spin up / spin down) in eV: 0.87 / -1.11

```
14
Properties=species:S:1:pos:R:3:nbo_charge:R:1
C -1.90454 0.53951 -0.13831 -0.30
C 1.83433 1.00283 -0.10019 -0.28
N 0.21193 -1.97943 0.04828 -0.51
N 1.03812 -1.04281 0.32543 0.08
O -1.55701 -0.36342 0.82620 -0.53
O 1.25627 -0.12284 -0.62737 -0.37
H -2.90760 0.38356 -0.41610 0.19
H -1.12740 0.52232 -1.06651 0.14
H -2.10329 1.50701 0.36127 0.20
H 1.78915 1.85474 -0.83039 0.22
H 2.77368 0.72866 0.47138 0.20
H 1.23352 1.37418 0.82027 0.18
H -0.58680 -1.87796 -0.55910 0.39
H 0.04963 -2.52635 0.88514 0.40
```

3) Molecular formula: C2H8N2O2
Method: DFT, ωB97M-V/def2-TZVPD

Calculated values
Gap between HOMO and LUMO in eV: 9.011
LUMO energy in eV: 0.81

```
14
Properties=species:S:1:pos:R:3:nbo_charge:R:1
C 1.56866 -0.76856 0.00357 -0.42
N 0.75900 0.25388 -0.67054 -0.68
H -0.41519 -0.12648 -0.94467 0.48
H 1.21651 0.68600 -1.46874 0.41
H 1.78746 -1.57967 -0.69036 0.22
H 2.50169 -0.34426 0.37759 0.20
H 0.98075 -1.16926 0.82728 0.23
N -1.93529 -0.59324 0.56908 -0.59
C 0.13494 1.33899 0.18930 0.59
O -1.61997 0.25664 -0.55058 -0.69
O 0.14460 2.47648 -0.19011 -0.55
H -2.51082 -1.34502 0.18998 0.33
H -2.55864 -0.04172 1.15777 0.33
H -0.05371 0.95622 1.20044 0.15
```

4) Molecular formula: C2H8N2O2
Method: DFT, ωB97M-V/def2-TZVPD

Calculated values
SMILES string: NCNC=O.O
Gap between HOMO and LUMO in eV: 9.442
LUMO energy in eV: 0.44

```
14
Properties=species:S:1:pos:R:3:nbo_charge:R:1
N 0.07350 -1.25408 0.75798 -0.87
C 0.72112 -0.96232 -0.55619 -0.06
N 0.09638 0.06871 -1.37792 -0.66
C -1.24583 0.28111 -1.68031 0.53
O -1.98069 -0.63334 -1.68878 -0.59
H 0.20350 -0.48286 1.48891 0.39
H -0.87732 -1.47506 0.71134 0.37
H 0.97263 -1.95645 -1.12172 0.19
H 1.79573 -0.59770 -0.31610 0.19
H 0.71253 0.97950 -1.36725 0.38
H -1.57837 1.23588 -2.03425 0.12
O 0.36363 1.38580 2.07071 -0.90
H 0.09319 2.15999 2.14655 0.45
H 0.64998 1.25081 2.96705 0.47
```

The winner here is 1), beating the second structure by 0.0087 hartree.

1) Molecular formula: C2H8N2O2
Method: DFT, ωB97M-V/def2-TZVPD

Calculated values
SMILES string: N/C=C/O.NO
Gap between HOMO and LUMO in eV: 8.517
LUMO energy in eV: 1.00

```
14
Properties=species:S:1:pos:R:3:nbo_charge:R:1
N 1.59571 -0.67847 -1.11242 -0.83
C 1.29671 -0.02140 0.05267 -0.09
C 0.58914 -0.51084 1.07837 0.03
O 0.33432 0.22431 2.19996 -0.69
H 1.53071 -1.69148 -1.04245 0.38
H 2.43735 -0.33081 -1.56754 0.38
H 1.66802 1.00047 0.09403 0.20
H 0.13636 -1.49402 1.07685 0.15
H -0.50613 -0.10671 2.56837 0.48
N -2.09389 0.56938 -0.16759 -0.53
O -1.33738 0.83951 -1.44694 -0.63
H -1.82894 1.41835 0.33847 0.34
H -3.05189 0.73237 -0.48370 0.34
H -0.77008 0.04935 -1.58807 0.48
```

2) Molecular formula: C2H8N2O2
Method: DFT, ωB97M-V/def2-TZVPD

Calculated values
SMILES string: CNC(N)=O.O
Gap between HOMO and LUMO in eV: 9.334
LUMO energy in eV: 0.38

```
14
Properties=species:S:1:pos:R:3:nbo_charge:R:1
C -2.20443 -1.05091 1.16517 -0.40
N -1.08179 -0.33725 0.60944 -0.66
C -0.75444 -0.15257 -0.76978 0.78
N 0.31092 0.61525 -0.82502 -0.82
O -1.37214 -0.68305 -1.68155 -0.65
H -2.90526 -1.30322 0.43638 0.23
H -2.52127 -0.59907 2.08750 0.20
H -1.84550 -2.10357 1.55177 0.16
H -0.42158 0.17548 1.28076 0.37
H 0.95293 0.67978 -1.60875 0.41
H 0.81171 0.77946 0.05457 0.38
O 3.49243 0.99730 -0.56663 -0.94
H 3.33771 2.02122 -0.51628 0.47
H 4.20070 0.96115 -1.21758 0.47
```

3) Molecular formula: C2H8N2O2
Method: DFT, ωB97M-V/def2-TZVPD

Calculated values
SMILES string: NC=O.NCO
Gap between HOMO and LUMO in eV: 10.753
LUMO energy in eV: 0.77

```
14
Properties=species:S:1:pos:R:3:nbo_charge:R:1
N 1.00184 -2.51367 -1.65149 -0.86
C 1.07710 -1.88493 -0.37449 0.53
O 2.07819 -1.63687 0.24346 -0.58
H 1.84203 -2.45020 -2.11195 0.39
H 0.08660 -2.73602 -2.06279 0.40
H 0.10092 -1.62703 0.00170 0.11
N -0.64468 0.73669 1.25019 -0.88
C -0.81924 2.13418 0.68441 0.08
O -1.06407 2.15232 -0.70734 -0.72
H -1.51355 0.49882 1.53821 0.36
H 0.10232 0.72630 1.98307 0.39
H -1.58361 2.62773 1.27815 0.15
H 0.14677 2.80181 0.79391 0.15
H -0.81063 1.17087 -0.86504 0.48
```

The winner here is 2), beating the second structure by 0.0326 hartree.

1) Molecular formula: C2H8N2O2
Method: DFT, ωB97M-V/def2-TZVPD

Calculated values
SMILES string: C/N=C(\N)O.O
Gap between HOMO and LUMO in eV: 10.148
LUMO energy in eV: 0.64

```
14
Properties=species:S:1:pos:R:3:nbo_charge:R:1
C -1.05021 -0.34520 1.17340 -0.45
N -0.35256 -0.55473 -0.09061 -0.62
C 0.90995 -0.37958 -0.07311 0.70
N 1.76221 0.03303 0.87909 -0.82
O 1.55781 -0.60446 -1.21657 -0.68
H -2.06501 -0.74649 1.08848 0.21
H -0.56411 -0.86374 2.00676 0.19
H -1.13178 0.72280 1.39897 0.18
H 2.64860 0.35252 0.50620 0.41
H 1.37973 0.62616 1.60142 0.40
H 0.90525 -0.92568 -1.86221 0.51
O -1.53832 0.89103 -2.16158 -0.97
H -1.40640 0.17441 -1.50680 0.49
H -1.05515 1.61994 -1.74343 0.46
```

2) Molecular formula: C2H8N2O2
Method: DFT, ωB97M-V/def2-TZVPD

Calculated values
Gap between HOMO and LUMO (spin up / spin down) in eV: 8.427 / 8.060
LUMO energy (spin up / spin down) in eV: 0.38 / 0.62

```
14
Properties=species:S:1:pos:R:3:nbo_charge:R:1
C 1.87241 0.07776 -0.59519 -0.45
C -1.86862 -0.74753 0.72156 -0.52
N 1.24233 -0.41686 0.61154 -0.41
N 0.42060 0.22074 1.38731 0.14
O -0.08729 2.39188 0.30410 -0.63
O 0.22853 1.43069 1.49484 -0.11
H 2.92059 -0.25247 -0.52817 0.20
H 1.44948 -0.05973 -1.59775 0.21
H 1.80496 1.13714 -0.45319 0.23
H -1.80545 -1.76827 0.87439 0.16
H -2.24808 -0.23421 1.57500 0.17
H -1.73942 -0.26457 -0.19312 0.17
H 1.75391 -1.13653 1.04325 0.38
H -0.92834 2.90105 0.41818 0.46
```

The winner here is 1), beating the second structure by 0.3488 hartree.

1) Molecular formula: C2H8N2O2
Method: DFT, ωB97M-V/def2-TZVPD

Calculated values
SMILES string: O=CO.NCN
Gap between HOMO and LUMO in eV: 9.306
LUMO energy in eV: 0.21

```
14
Properties=species:S:1:pos:R:3:nbo_charge:R:1
O -0.85192 3.16868 1.84578 -0.52
C -1.17000 2.38009 0.93218 0.63
O -2.37965 1.65525 0.99216 -0.70
H -0.60661 2.21598 0.01371 0.12
H -2.20760 0.75549 0.71609 0.48
N 0.72758 -1.77676 -0.17577 -0.91
C 1.76792 -2.51140 -0.87919 -0.04
N 1.76671 -2.26171 -2.33375 -0.82
H 0.35325 -0.94554 -0.51283 0.35
H 0.03854 -2.15730 0.53267 0.38
H 2.79000 -2.29277 -0.63322 0.16
H 1.59050 -3.51304 -0.53686 0.18
H 0.74422 -2.33925 -2.61182 0.35
H 2.10276 -1.25783 -2.42262 0.35
```

2) Molecular formula: C2H8N2O2
Method: DFT, ωB97M-V/def2-TZVPD

Calculated values
SMILES string: CNC(N)=O.O
Gap between HOMO and LUMO in eV: 9.461
LUMO energy in eV: 0.33

```
14
Properties=species:S:1:pos:R:3:nbo_charge:R:1
C 1.90148 -0.81812 0.62150 -0.44
N 0.46819 -0.46332 0.20358 -0.66
C 0.34809 -0.16236 -1.13928 0.80
N -0.91566 0.59011 -1.38166 -0.90
O 1.16448 -0.13412 -1.99291 -0.63
H 2.58073 0.01465 0.35458 0.21
H 2.29406 -1.50884 -0.12259 0.22
H 1.92606 -1.26321 1.64693 0.21
H -0.25238 -0.18691 0.80503 0.41
H -1.71192 0.46614 -0.81337 0.38
H -1.06206 0.65555 -2.44844 0.39
O -1.98446 0.89744 1.14901 -0.95
H -1.79634 1.31304 1.91677 0.47
H -2.96028 0.59994 1.20084 0.49
```

The winner here is 2), beating the second structure by 0.0401 hartree.